Record 1
Below is C33H31N12O4SW as an isolated structure in a non-equilibrium geometry, with properties calculated with the ωB97M-V functional and the def2-TZVPD basis.

Calculated values
Net charge = +1
HOMO (spin up / spin down) = -9.14 / -10.53 eV
Orbital gap (spin up / spin down) = 5.60 / 6.89 eV
Spin multiplicity = 3

CARTESIAN COORDINATES (ANGSTROEM)
W -0.104 -0.258 0.029
C -7.406 2.285 -2.447
C -6.327 1.889 -1.480
C -5.630 2.851 -0.749
C -4.645 2.485 0.154
C -4.342 1.141 0.319
C -5.029 0.165 -0.386
C -6.017 0.544 -1.280
S -3.130 0.624 1.512
O -3.302 -0.795 1.654
O -3.293 1.462 2.668
N -1.679 0.943 0.799
C -1.128 2.245 1.186
C 0.373 2.073 1.393
O 1.153 2.995 1.405
O 0.706 0.807 1.530
H -7.202 3.257 -2.896
H -8.368 2.358 -1.934
H -7.511 1.548 -3.241
H -5.885 3.897 -0.870
H -4.129 3.238 0.739
H -4.778 -0.875 -0.226
H -6.574 -0.213 -1.819
H -1.570 2.578 2.126
H -1.288 3.034 0.443
C -0.418 -1.370 3.068
N -0.541 -1.645 1.616
C -1.347 -2.623 1.294
C -1.833 -2.675 -0.019
C -2.751 -3.487 -0.679
C -2.973 -2.889 -1.921
C -2.195 -1.741 -1.960
N -1.493 -1.593 -0.810
C 0.915 -1.665 3.719
C 1.214 -2.971 4.101
C 2.409 -3.270 4.736
C 3.320 -2.259 5.012
C 3.013 -0.949 4.672
C 1.820 -0.655 4.027
H -1.176 -1.964 3.579
H -0.681 -0.322 3.209
H -1.724 -3.310 2.044
H -3.211 -4.384 -0.294
H -3.630 -3.241 -2.699
H -2.105 -1.042 -2.776
H 0.495 -3.762 3.911
H 2.621 -4.290 5.032
H 4.256 -2.491 5.503
H 3.695 -0.148 4.930
H 1.590 0.366 3.758
N 4.086 -1.031 0.784
C 3.714 -2.225 1.349
C 2.376 -2.328 1.156
N 1.917 -1.223 0.490
C 2.985 -0.453 0.266
C 2.886 0.771 -0.474
N 1.705 1.243 -0.835
C 1.956 2.363 -1.577
C 3.297 2.572 -1.661
N 3.878 1.550 -0.962
H 5.015 -0.646 0.793
H 4.417 -2.872 1.842
H 1.723 -3.131 1.439
H 1.173 2.983 -1.980
H 3.873 3.334 -2.156
H 4.866 1.427 -0.823
N -1.819 2.260 -3.187
C -1.870 1.926 -1.899
N -0.946 1.020 -1.665
C -0.362 0.821 -2.894
N -0.875 1.570 -3.843
C 0.596 -0.234 -3.027
C 1.284 -0.507 -4.209
N 2.102 -1.528 -4.342
C 2.169 -2.351 -3.285
C 1.506 -2.104 -2.111
N 0.759 -1.000 -1.913
H -2.405 2.908 -3.690
H -2.591 2.318 -1.201
H 1.145 0.152 -5.059
H 2.784 -3.232 -3.409
H 1.561 -2.795 -1.283

Here are the Mulliken charges for atoms 1 to 6, given in e: W 2.9787; C -1.4943; C 0.9079; C -0.9339; C -0.1655; C -0.2663

=====

Record 2
Below is In2O12P3Y3 as an isolated structure in a non-equilibrium geometry, with properties calculated with the ωB97M-V functional and the def2-TZVPD basis.

Calculated values
Net charge = +6
HOMO = -26.63 eV
Orbital gap = 2.99 eV
Spin multiplicity = 1

CARTESIAN COORDINATES (ANGSTROEM)
In -2.661 -0.981 -2.078
In 2.551 1.754 2.773
Y -0.823 -1.544 2.651
Y -0.413 2.905 -1.806
Y 3.024 -2.177 -0.204
P 2.710 -1.943 3.189
O 3.660 -3.103 3.323
O 3.445 -1.008 4.161
O 1.248 -2.074 3.556
O 2.929 -1.258 1.767
P -3.241 2.292 -3.582
O -4.399 2.793 -2.903
O -3.349 1.005 -4.407
O -2.084 1.898 -2.523
O -2.715 2.938 -4.845
P 0.051 -0.268 0.069
O 1.106 -1.183 -0.640
O 0.406 0.027 1.623
O -1.155 -1.221 0.331
O -0.290 1.147 -0.454

Here are the Mulliken charges for atoms 1 to 6, given in e: In 0.9303; In 0.9588; Y 1.9079; Y 2.0495; Y 2.0577; P 0.8771

=====

Record 3
Below is C4H6O2 in the gas phase, with properties calculated with the ωB97M-V functional and the def2-TZVPD basis.

Calculated values
HOMO = -8.87 eV
Orbital gap = 8.46 eV
Spin multiplicity = 1

CARTESIAN COORDINATES (ANGSTROEM)
C -1.807 0.119 -0.210
C -0.404 0.646 -0.173
O -0.057 1.790 -0.245
C 0.753 -0.704 0.379
O 0.189 -1.748 0.638
C 2.017 -0.151 0.320
H -2.491 0.956 -0.058
H -2.004 -0.336 -1.188
H -1.949 -0.655 0.545
H 2.901 -0.725 0.585
H 0.751 -0.112 -0.760
H 2.102 0.920 0.167

Here are the Mulliken charges for atoms 1 to 6, given in e: C -1.0577; C 0.5918; O -0.4860; C 0.6130; O -0.6016; C -0.8011